# 1
Below is 2 unconnected molecules or ions with the total composition C2H5O2S at a distorted geometry, with properties calculated with wB97M-V/def2-TZVPD.

XYZ file:
```
10
Properties=species:S:1:pos:R:3:forces:R:3:nbo_charge:R:1
C 2.125 -1.015 -0.996 -0.586 1.192 0.789 -0.72
S 1.607 -0.720 0.743 -0.485 0.036 -0.211 -0.31
H 3.098 -1.455 -0.930 0.614 -0.241 -0.229 0.20
H 1.433 -1.681 -1.469 -0.291 -0.376 -0.402 0.20
H 2.155 -0.049 -1.524 0.102 -0.485 0.028 0.20
O -2.590 0.649 -0.900 0.299 0.224 -0.096 -0.74
C -1.910 1.164 -0.006 -0.457 -0.656 0.360 0.65
O -0.955 0.665 0.664 -0.108 0.394 -0.053 -0.79
H -2.223 2.170 0.365 0.081 0.153 -0.157 0.01
H 0.232 -0.164 0.544 0.832 -0.242 -0.030 0.30
```
Positions in Å, forces in eV/Å.

Energy, eV: -17086.57451
Relative energy (zero: lowest compared OMol25 entry of this formula, charge and spin), kJ/mol: 54.6
Total charge: -1
HOMO level, eV: -4.3

# 2
Below is a molecular structure, C25H44F24N7O18S8 at a distorted geometry, with properties calculated with wB97M-V/def2-TZVPD.

XYZ file:
```
126
Properties=species:S:1:pos:R:3:forces:R:3:mulliken_charge:R:1
C -1.776 9.701 10.027 0.882 -1.302 0.307 -1.42
C -1.657 10.552 8.809 1.666 2.344 -1.239 0.21
C -0.390 10.377 7.809 -1.523 -0.942 1.184 -0.72
O -0.385 8.989 7.537 -0.146 2.033 -0.167 -0.33
C 0.835 8.543 6.998 0.366 -2.860 1.147 -0.81
N -2.943 10.538 8.041 0.076 -0.315 -0.092 -0.22
H -3.127 9.662 7.574 0.148 -0.781 -0.081 0.33
H -3.696 10.691 8.697 -0.553 0.229 0.069 0.36
H -2.954 11.229 7.304 -0.041 0.561 -0.146 0.36
H -2.645 9.899 10.655 -0.491 -0.064 -0.544 0.44
H -0.989 9.895 10.755 0.440 0.120 -0.428 0.35
H -1.673 8.657 9.731 -0.354 -0.162 0.357 0.37
H -1.587 11.568 9.199 -0.109 0.327 -0.375 0.27
H 0.445 10.857 8.319 0.516 -0.891 0.713 0.40
H -0.275 10.851 6.834 -1.352 0.829 -0.140 0.46
H 0.515 7.524 6.777 0.819 -0.307 -0.165 0.27
H 1.509 8.511 7.854 0.539 -0.083 -0.261 0.34
H 1.381 8.874 6.115 -0.865 1.226 -0.179 0.34
C 0.738 0.547 4.216 -0.390 0.250 -1.777 -1.43
C 0.153 -0.463 3.120 1.837 -0.256 1.709 0.23
C -0.681 0.031 1.940 -0.591 0.241 -0.594 -0.69
O -0.920 -0.902 0.844 0.152 -0.050 1.208 -0.33
C -1.808 -0.486 -0.227 -0.071 0.294 -0.323 -0.76
N 1.474 -1.066 2.565 -1.686 0.055 -0.977 -0.27
H 1.198 -1.085 1.593 0.551 -0.610 -0.996 0.34
H 2.303 -0.494 2.640 0.350 0.232 0.366 0.36
H 1.619 -2.021 2.859 0.354 -0.354 0.274 0.31
H 0.076 1.059 4.913 -0.312 -0.729 -0.030 0.36
H 1.208 1.372 3.679 0.190 0.083 -0.180 0.40
H 1.551 0.008 4.702 -0.346 0.050 0.434 0.43
H -0.278 -1.282 3.695 -0.401 -0.063 -0.475 0.39
H -0.175 0.883 1.486 -0.140 0.487 0.255 0.35
H -1.595 0.312 2.463 -0.399 0.371 -0.530 0.42
H -1.352 0.208 -0.933 0.442 0.260 0.339 0.33
H -2.766 -0.052 0.061 0.183 0.088 0.768 0.31
H -2.102 -1.327 -0.856 0.466 -0.503 0.545 0.27
C 0.499 -5.252 -5.186 -0.391 0.972 -0.934 -1.41
C 1.989 -4.954 -5.459 -0.495 -1.180 -0.519 -0.22
C 2.337 -3.600 -6.096 0.232 -0.015 1.750 -0.62
N 3.894 -3.348 -6.258 -1.681 -0.121 -2.307 0.17
C 4.128 -2.079 -7.231 -1.201 -1.542 1.473 -0.76
C 5.561 -1.698 -7.218 0.712 0.497 0.062 -0.63
C 6.054 -1.449 -5.761 0.461 1.020 -1.608 -0.65
C 6.033 -2.709 -4.949 -1.782 -0.827 0.217 -0.62
C 4.550 -3.221 -4.872 0.879 1.107 -0.640 -0.60
C 4.365 -4.564 -7.123 0.232 1.056 2.677 -1.07
H 0.368 -6.209 -4.681 0.153 0.320 0.294 0.38
H -0.019 -5.371 -6.139 -0.071 0.008 -0.151 0.34
H -0.030 -4.426 -4.712 0.081 -0.226 0.523 0.35
H 2.154 -5.633 -6.295 0.658 -0.566 0.429 0.27
H 2.487 -5.323 -4.563 0.691 0.602 -0.186 0.27
H 1.951 -2.773 -5.500 0.170 0.166 -0.081 0.48
H 1.766 -3.663 -7.023 0.770 0.704 -0.510 0.39
H 3.488 -1.237 -6.967 0.024 -0.136 0.980 0.47
H 3.691 -2.334 -8.197 0.456 -0.607 -0.076 0.49
H 5.435 -0.769 -7.774 1.038 0.314 -0.090 0.37
H 6.209 -2.372 -7.778 -0.077 -0.019 -0.059 0.29
H 5.447 -0.575 -5.527 -0.584 -0.452 1.336 0.34
H 7.038 -0.995 -5.642 0.314 -0.238 -0.809 0.34
H 6.402 -2.552 -3.935 -0.255 0.038 0.078 0.44
H 6.658 -3.504 -5.355 0.218 0.201 -0.331 0.29
H 4.044 -2.381 -4.397 -0.506 -0.347 0.112 0.35
H 4.441 -4.140 -4.296 -0.192 0.024 -0.332 0.38
H 5.421 -4.429 -7.359 -0.339 0.102 -0.503 0.40
H 3.641 -4.651 -7.932 0.516 -0.209 0.013 0.32
H 4.318 -5.339 -6.359 -0.096 -0.584 -0.734 0.46
C -8.864 -4.732 0.456 -1.780 1.171 -0.906 0.61
F -8.774 -3.365 0.523 0.665 -1.228 0.037 -0.24
F -8.652 -5.089 -0.846 -0.057 0.227 1.706 -0.22
F -7.987 -5.326 1.253 -0.115 0.462 -0.485 -0.19
S -10.642 -5.162 1.054 -0.820 1.433 2.802 0.97
O -10.600 -6.603 1.046 -0.097 0.436 -0.573 -0.57
O -10.801 -4.607 2.468 0.665 -0.569 -4.390 -0.64
N -11.654 -4.346 -0.153 2.443 -0.857 2.938 -0.44
S -12.722 -5.447 -0.495 0.706 -3.068 -2.179 1.04
O -12.077 -6.503 -1.352 -2.315 1.929 1.363 -0.65
O -13.544 -5.882 0.632 0.261 0.483 -1.290 -0.63
C -13.891 -4.444 -1.670 3.061 -0.289 1.609 0.62
F -13.368 -4.253 -2.885 -0.147 0.225 0.262 -0.22
F -14.963 -5.155 -1.782 -1.758 -0.243 -0.221 -0.20
F -14.088 -3.264 -1.064 -0.709 -0.092 -0.660 -0.23
C 5.477 4.198 1.857 2.242 -1.540 0.313 0.63
F 6.168 5.061 2.652 -1.222 -0.270 -0.884 -0.22
F 4.291 3.912 2.366 -0.306 0.137 0.601 -0.24
F 5.257 4.699 0.639 0.506 0.209 0.491 -0.21
S 6.625 2.559 1.724 -2.548 1.038 -2.468 0.94
O 5.936 1.880 0.612 0.322 -0.037 2.155 -0.66
O 7.914 3.091 1.315 -0.806 -0.696 1.563 -0.55
N 6.332 1.816 3.259 -0.208 1.496 -3.736 -0.34
S 7.723 1.898 3.934 4.682 -1.293 3.226 1.01
O 8.736 0.953 3.452 -1.548 0.708 0.186 -0.64
O 8.248 3.202 4.272 -0.660 0.062 -0.357 -0.62
C 7.302 1.243 5.686 -0.574 -0.082 -1.977 0.57
F 6.602 2.246 6.299 0.657 -1.626 0.189 -0.22
F 6.528 0.115 5.523 0.486 1.212 0.962 -0.24
F 8.409 0.897 6.365 -1.239 0.632 -0.270 -0.19
C 0.869 -6.314 6.539 1.093 2.320 -1.497 0.61
F 0.493 -6.911 7.639 -0.772 -0.448 -0.162 -0.20
F -0.141 -5.762 5.800 -0.079 -1.021 0.954 -0.24
F 1.561 -5.185 6.965 -0.044 -1.230 -0.548 -0.27
S 1.886 -7.494 5.420 0.302 0.519 2.744 0.97
O 3.070 -7.638 6.288 -1.330 0.458 -2.086 -0.63
O 1.044 -8.664 5.288 0.311 1.064 -0.177 -0.56
N 1.999 -6.506 4.061 -0.118 -1.078 3.023 -0.37
S 2.408 -7.429 2.884 0.913 -0.520 -3.509 1.00
O 3.255 -6.716 1.927 -1.579 0.002 0.601 -0.69
O 2.909 -8.735 3.218 -0.349 0.009 0.253 -0.60
C 0.671 -7.827 1.998 3.428 -1.357 0.656 0.66
F 0.973 -8.254 0.773 0.035 0.205 -0.959 -0.25
F 0.174 -8.903 2.611 -0.879 0.862 0.240 -0.21
F -0.132 -6.805 1.900 -0.953 0.428 0.367 -0.23
C -4.874 6.659 -6.648 0.320 -0.695 -0.874 0.60
F -4.272 7.599 -5.828 -1.387 -1.681 -1.613 -0.20
F -6.081 6.275 -6.212 0.721 0.715 0.835 -0.19
F -5.090 7.110 -7.892 0.514 0.879 0.567 -0.21
S -3.897 5.021 -6.847 2.199 -2.617 1.275 1.02
O -3.216 4.841 -5.537 -1.523 0.739 -1.996 -0.65
O -4.856 3.946 -7.202 1.379 2.980 0.208 -0.58
N -2.652 5.318 -8.061 -4.146 0.319 2.270 -0.39
S -1.715 4.080 -7.978 2.859 -0.315 0.297 0.95
O -0.530 4.317 -7.151 -0.663 -0.081 -1.212 -0.65
O -2.257 2.752 -7.805 -0.294 0.506 -0.704 -0.62
C -1.122 4.245 -9.818 -0.893 0.334 1.155 0.60
F -0.652 3.001 -10.082 0.036 1.291 -0.914 -0.22
F -2.168 4.582 -10.685 2.328 -0.829 1.202 -0.22
F -0.130 5.198 -9.913 -1.361 -1.605 -0.452 -0.22
```
Positions in Å, forces in eV/Å.

Energy, eV: -225809.16774
Relative energy (zero: lowest compared OMol25 entry of this formula, charge and spin), kJ/mol: 69.6
Total charge: -1
HOMO level, eV: -5.9

# 3
Below is C4H9NO in the gas phase, with properties calculated with wB97M-V/def2-TZVPD.

XYZ file:
```
15
Properties=species:S:1:pos:R:3:forces:R:3:nbo_charge:R:1
C -1.389 -1.410 1.162 -0.097 -0.030 0.037 -0.60
C 0.052 -1.221 0.688 0.063 -0.052 -0.009 -0.49
C 0.202 0.213 0.202 -0.078 0.136 0.139 0.67
O -0.287 1.112 0.873 0.121 -0.148 -0.107 -0.64
N 0.874 0.498 -0.951 -0.153 0.047 0.236 -0.62
C 0.884 1.894 -1.369 0.068 0.014 -0.151 -0.42
H -2.087 -1.373 0.318 0.087 -0.048 0.092 0.20
H -1.532 -2.355 1.691 0.078 0.067 -0.104 0.21
H -1.639 -0.585 1.831 -0.034 -0.167 -0.032 0.24
H 0.731 -1.325 1.544 -0.048 0.021 -0.118 0.23
H 0.344 -1.982 -0.043 -0.007 0.228 -0.075 0.20
H 1.212 -0.229 -1.565 -0.153 0.134 0.242 0.40
H 0.031 2.126 -2.016 0.072 -0.013 0.104 0.19
H 0.805 2.499 -0.462 0.064 -0.063 -0.299 0.24
H 1.801 2.142 -1.903 0.017 -0.126 0.048 0.20
```
Positions in Å, forces in eV/Å.

SMILES: CCC(=O)NC
Energy, eV: -7831.94265
Relative energy (zero: lowest compared OMol25 entry of this formula, charge and spin), kJ/mol: 36.4
Total charge: 0
HOMO level, eV: -9.6

# 4
Below is 2 unconnected molecules or ions with the total composition H4O2 at a distorted geometry, with properties calculated with wB97M-V/def2-TZVPD.

XYZ file:
```
6
Properties=species:S:1:pos:R:3:forces:R:3:nbo_charge:R:1
O -0.460 -1.353 -1.288 0.559 -0.029 0.456 -0.93
H 0.068 -0.550 -1.298 -0.190 0.396 -0.297 0.47
H 0.103 -1.900 -0.722 -0.351 -0.311 -0.130 0.46
O 0.260 1.636 1.001 -0.455 -1.740 0.439 -0.94
H 0.691 0.856 1.443 -0.537 1.217 -0.585 0.47
H -0.662 1.311 0.863 0.974 0.468 0.117 0.47
```
Positions in Å, forces in eV/Å.

SMILES: O.O
Energy, eV: -4159.71687
Relative energy (zero: lowest compared OMol25 entry of this formula, charge and spin), kJ/mol: 21.4
Total charge: 0
HOMO level, eV: -11.7

# 5
Below is 11 unconnected molecules or ions with the total composition C13H40N10O22Si, with properties calculated with wB97M-V/def2-TZVPD.

XYZ file:
```
86
Properties=species:S:1:pos:R:3:forces:R:3:mulliken_charge:R:1
C 3.032 6.241 -0.387 0.006 0.073 0.006 -0.65
N 3.163 6.796 0.986 -0.028 -0.029 0.054 0.95
O 3.155 8.003 1.128 0.023 -0.021 -0.047 -0.60
O 3.265 5.996 1.894 -0.036 -0.014 -0.004 -0.55
H 2.893 7.067 -1.074 0.022 -0.004 -0.004 0.33
H 3.939 5.685 -0.605 -0.002 0.026 0.040 0.33
H 2.184 5.565 -0.370 0.020 -0.039 -0.106 0.20
C -0.586 -4.575 2.033 0.045 0.169 -0.020 -0.10
N -1.962 -5.033 2.355 -0.003 -0.076 -0.166 1.00
O -2.785 -4.207 2.684 -0.011 0.036 0.000 -0.55
O -2.185 -6.223 2.230 -0.031 0.001 0.081 -0.61
H -0.534 -3.502 2.178 0.032 -0.025 0.032 -0.03
H 0.104 -5.104 2.683 -0.055 -0.057 0.013 0.32
H -0.413 -4.863 0.999 0.045 -0.030 0.026 -0.04
C -4.255 -2.839 -0.805 -0.207 -0.095 0.011 -0.76
N -3.777 -1.508 -1.253 0.094 -0.035 0.142 1.04
O -4.543 -0.771 -1.839 -0.028 -0.031 -0.023 -0.61
O -2.623 -1.238 -0.986 -0.029 0.098 -0.164 -0.56
H -5.299 -2.937 -1.080 0.005 0.032 0.002 0.31
H -3.633 -3.586 -1.286 0.055 0.038 0.011 0.24
H -4.122 -2.870 0.273 0.021 -0.037 0.010 0.32
C -6.940 0.489 0.194 -0.008 -0.028 0.027 -0.74
N -6.654 -0.512 1.261 0.036 0.020 0.005 0.90
O -5.540 -1.001 1.299 0.016 0.017 -0.032 -0.50
O -7.553 -0.773 2.028 -0.016 -0.002 -0.009 -0.53
H -6.053 0.601 -0.416 -0.005 0.007 -0.008 0.26
H -7.782 0.108 -0.377 0.004 0.005 -0.006 0.29
H -7.227 1.408 0.695 0.014 0.009 -0.007 0.31
C 2.488 3.453 -4.193 0.022 0.026 -0.005 -0.65
N 3.372 4.624 -3.934 -0.055 -0.049 0.069 0.84
O 3.507 5.447 -4.811 -0.003 0.001 -0.018 -0.52
O 3.895 4.672 -2.838 0.027 0.021 -0.039 -0.50
H 2.088 3.546 -5.195 -0.007 -0.013 0.006 0.30
H 3.099 2.563 -4.072 0.000 -0.004 -0.015 0.29
H 1.714 3.467 -3.431 -0.010 0.004 -0.004 0.22
C 0.194 -4.317 -3.008 -0.018 -0.045 0.018 -0.75
N -0.405 -4.906 -1.778 -0.100 0.049 0.046 0.73
O 0.199 -5.781 -1.203 0.088 -0.001 -0.003 -0.51
O -1.474 -4.450 -1.417 0.001 -0.024 -0.025 -0.40
H 1.137 -4.814 -3.193 -0.002 0.012 -0.014 0.31
H -0.519 -4.470 -3.812 0.008 -0.009 -0.008 0.30
H 0.311 -3.254 -2.819 0.012 0.001 -0.002 0.27
C -4.013 -7.924 0.015 -0.008 -0.027 -0.004 -0.57
N -3.560 -9.035 -0.866 0.027 -0.005 -0.015 0.90
O -4.072 -10.128 -0.718 0.004 0.017 0.012 -0.56
O -2.703 -8.776 -1.684 -0.014 0.014 -0.010 -0.54
H -4.791 -8.300 0.666 -0.005 -0.004 -0.014 0.31
H -3.150 -7.577 0.575 0.025 0.019 0.001 0.21
H -4.369 -7.135 -0.642 0.001 0.022 0.029 0.26
C 6.108 9.360 1.839 -0.002 -0.049 -0.003 -0.45
N 7.244 8.551 1.318 0.037 -0.010 -0.010 0.89
O 6.986 7.573 0.651 -0.018 -0.008 0.000 -0.52
O 8.367 8.927 1.595 -0.018 0.011 0.017 -0.55
H 5.190 8.892 1.511 -0.039 0.073 0.028 0.08
H 6.193 9.370 2.922 0.022 0.005 -0.001 0.28
H 6.227 10.367 1.450 0.008 -0.002 -0.002 0.29
C -5.974 -12.558 -1.551 -0.015 0.013 0.018 -0.65
N -7.302 -13.163 -1.254 0.006 -0.027 -0.007 0.87
O -8.164 -12.444 -0.793 0.000 0.013 0.000 -0.52
O -7.434 -14.344 -1.498 0.003 0.003 0.001 -0.53
H -6.002 -11.512 -1.278 0.001 -0.018 -0.012 0.31
H -5.234 -13.104 -0.972 -0.004 -0.002 0.003 0.26
H -5.787 -12.706 -2.611 0.004 0.010 -0.002 0.28
C 11.146 10.371 2.292 0.001 0.001 -0.018 -0.68
N 11.804 11.695 2.476 0.007 -0.001 0.041 0.87
O 11.361 12.641 1.859 -0.007 -0.003 -0.013 -0.52
O 12.745 11.738 3.242 0.000 -0.004 -0.012 -0.53
H 10.332 10.482 1.590 0.001 0.000 -0.003 0.33
H 11.907 9.683 1.934 0.000 0.002 -0.002 0.28
H 10.796 10.050 3.268 -0.003 0.002 0.000 0.26
O 0.059 -1.190 2.342 0.065 0.096 -0.131 -0.60
C -1.252 -0.828 1.899 0.080 -0.086 -0.014 -0.02
C -1.355 0.623 1.463 -0.066 0.045 0.333 -0.82
C -0.523 1.008 0.238 -0.006 -0.184 -0.015 -0.26
Si -0.526 2.837 -0.114 -0.275 0.168 -0.071 0.27
O 0.980 3.531 -0.018 0.083 0.170 0.286 -0.36
H 0.463 -0.428 2.772 -0.077 -0.094 0.076 0.34
H -1.979 -1.025 2.694 0.006 0.022 0.020 0.26
H -1.478 -1.497 1.069 -0.034 0.018 -0.026 -0.08
H -2.414 0.841 1.295 0.023 0.005 -0.074 0.34
H -1.074 1.237 2.332 -0.005 0.039 -0.078 0.47
H -0.921 0.486 -0.636 0.090 -0.028 0.033 0.15
H 0.516 0.686 0.365 -0.030 -0.023 -0.018 0.40
H -1.007 3.118 -1.485 0.060 -0.024 -0.023 -0.19
H -1.408 3.535 0.858 -0.013 -0.043 -0.018 -0.16
H 1.194 3.873 0.859 0.143 -0.107 -0.171 0.31
```
Positions in Å, forces in eV/Å.

SMILES: C[N+](=O)[O-].C[N+](=O)[O-].C[N+](=O)[O-].C[N+](=O)[O-].C[N+](=O)[O-].C[N+](=O)[O-].C[N+](=O)[O-].C[N+](=O)[O-].C[N+](=O)[O-].C[N+](=O)[O-].OCCC[SiH2]O
Energy, eV: -81926.43813
Total charge: 0
HOMO level, eV: -10.5

# 6
Below is 2 unconnected molecules or ions with the total composition C5H14N2O at a distorted geometry, with properties calculated with wB97M-V/def2-TZVPD.

XYZ file:
```
22
Properties=species:S:1:pos:R:3:forces:R:3:nbo_charge:R:1
C 2.038 0.876 0.686 -1.772 -0.675 -2.223 -0.51
C 0.873 0.684 -0.062 3.700 -0.805 0.798 0.19
C 0.864 -0.242 -1.263 1.259 0.421 -2.088 -0.46
C 0.141 -1.564 -0.972 -0.698 1.242 0.556 -0.22
N 0.922 -2.401 -0.050 -0.106 1.608 -0.869 -0.82
N -0.352 1.191 0.318 -0.795 0.052 -1.476 -0.65
C -1.220 1.721 -0.759 0.314 -1.157 -0.716 -0.42
H 3.030 0.442 0.366 -1.472 0.545 0.535 0.22
H 1.942 1.527 1.538 0.416 0.073 0.310 0.19
H 1.990 -0.507 -1.533 -2.405 0.772 0.311 0.24
H 0.308 0.303 -2.182 1.592 -1.308 1.893 0.22
H -0.895 -1.213 -0.623 1.019 -0.933 -0.095 0.15
H 0.006 -2.129 -1.873 -0.114 -0.155 -0.610 0.19
H 0.333 -3.155 0.167 -0.609 -1.398 0.646 0.35
H 1.053 -1.856 0.786 0.208 -0.003 0.513 0.36
H -0.261 1.885 0.998 0.366 1.158 1.479 0.38
H -1.478 0.820 -1.381 -0.547 1.139 0.665 0.20
H -0.743 2.427 -1.489 -0.144 -0.264 0.930 0.19
H -2.057 2.175 -0.225 -0.169 -0.148 -0.629 0.22
O -2.390 -0.053 1.860 0.420 1.012 0.065 -0.98
H -1.642 0.262 1.290 -0.581 -0.744 0.349 0.49
H -2.642 -0.940 1.628 0.119 -0.431 -0.345 0.47
```
Positions in Å, forces in eV/Å.

SMILES: C=C(CCN)NC.O
Energy, eV: -10438.43430
Relative energy (zero: lowest compared OMol25 entry of this formula, charge and spin), kJ/mol: 250.3
Total charge: 0
HOMO level, eV: -8.5